# 1
132
Properties=species:S:1:pos:R:3:forces:R:3 method="wB97M-V/def2-TZVPD" e_lumo_ev=-2.06 energy_ha=-4918.78485 relative_energy_kj_mol=26.4 homo_lumo_gap_ha=0.091
C 2.401352 -5.207833 -1.573514 0.0 0.0 0.0
N 3.539381 -3.882589 0.149952 -0.1 0.0 0.0
H -5.705995 2.167169 -3.150764 0.0 0.0 0.0
H 7.696040 8.926737 1.736274 0.0 0.0 0.0
C -2.502333 5.701118 0.042130 0.0 0.0 0.0
C 2.463019 2.529093 -0.745308 0.0 0.0 0.0
N 1.914568 -2.874479 -1.206946 0.0 0.0 -0.1
H -0.411462 2.248586 3.271496 0.0 0.0 0.0
C 2.056666 -3.889977 -2.234097 0.0 0.0 0.0
C 1.405802 -1.175862 4.206157 0.1 -0.1 0.0
H -3.194005 -3.448221 1.564514 0.0 0.0 0.0
C 4.685911 5.548385 -1.325166 0.0 0.1 0.0
C -0.535073 4.684179 -1.071692 0.0 0.0 0.0
H -3.294612 1.859580 -3.622378 0.0 0.0 0.0
O 0.957930 0.189184 -1.883881 0.2 0.2 -0.2
C 3.207647 4.360273 0.717345 0.0 0.0 0.1
C -1.938695 -3.575812 -0.160015 0.0 0.0 0.0
H 7.270605 10.209497 -0.242197 0.0 0.0 0.0
F 3.902590 6.090763 2.162935 0.0 0.0 0.0
H 5.269355 6.038264 -2.091714 0.0 0.0 0.0
H 4.122486 8.348730 1.612367 0.0 0.0 0.0
H 1.114459 -3.962225 -2.777804 0.0 0.0 0.0
H -3.151524 5.310603 -0.741977 0.0 0.0 0.0
C 4.888573 4.204129 -3.888282 0.0 0.0 0.0
H 3.521886 -0.726428 2.215340 0.0 0.0 0.0
H -2.408876 -1.395569 -3.843647 0.0 0.0 0.0
C 5.378776 9.759731 0.548675 0.0 0.0 0.0
C -3.513187 -1.783718 0.251557 0.0 0.0 0.0
H 2.649949 3.869522 1.505890 0.0 0.0 0.0
H 3.837015 -5.905099 -0.126599 0.0 0.0 0.0
C 3.834054 -1.540559 1.560722 0.0 0.0 0.0
C -3.038326 1.685183 2.747662 0.0 0.0 0.0
H -0.713904 -1.396777 -3.329589 0.0 0.0 0.0
C 3.901279 -2.845763 2.332101 0.0 0.0 0.0
H 4.937422 10.538575 -0.068652 0.0 0.0 0.0
H -1.641834 2.127150 -1.819009 0.0 0.0 0.0
C 4.511810 8.481172 0.599853 0.0 0.0 0.0
C -2.130172 -1.740814 -1.741261 0.0 0.0 -0.1
H -2.762931 5.139884 3.017493 0.0 0.0 0.0
C 3.395682 2.529264 -2.959125 0.0 0.0 0.0
C -1.722935 -1.102477 -3.043957 0.0 0.0 0.0
H 2.563116 -5.983566 -2.323147 0.0 0.0 0.0
S 2.985148 -4.070904 6.925893 -0.1 0.0 0.2
O 2.604664 -0.005910 -3.388236 0.0 0.0 0.0
H 4.599829 -2.787491 3.167758 0.0 0.0 0.0
H 0.498435 4.789621 1.511763 0.0 0.0 0.0
N 4.044940 3.714556 -2.800944 0.0 0.0 0.0
H 0.072241 6.371416 0.836061 0.0 0.0 0.0
C -5.379944 2.647832 -1.083160 0.0 0.0 0.0
C -2.339350 3.043648 2.575969 0.0 0.0 0.0
S 1.452357 0.439670 3.548005 0.0 0.2 0.0
C 2.818894 -2.766857 -0.168499 0.0 0.1 0.0
C -1.556082 -2.939201 -1.338831 0.0 0.0 0.0
H -2.381676 0.851249 2.482346 0.0 0.0 0.0
H -4.671315 -0.091626 0.900069 0.0 0.0 0.0
C 3.655307 -5.022288 -0.742490 0.0 0.0 0.0
H -5.545215 -1.622350 0.938952 0.0 0.0 0.0
H -0.839373 5.719021 2.197058 0.0 0.0 0.0
H -3.301117 1.552188 3.800164 0.0 0.0 0.0
H 3.529035 2.035699 -3.914227 0.0 0.0 0.0
H 6.187629 7.161321 2.107269 0.0 0.0 0.0
H 4.183747 -4.924802 1.820869 0.0 0.0 0.0
C -3.269437 4.174406 3.023595 0.0 0.0 0.0
H 5.586227 10.167777 1.535602 0.0 0.0 0.0
H 8.341980 8.126279 0.293344 0.0 0.0 0.0
H 4.500179 3.767550 -4.806364 0.0 0.0 0.0
O 1.775801 2.122603 0.191157 0.2 0.2 -0.1
C 3.892332 5.518985 0.934565 0.0 -0.1 0.0
H -0.607225 3.992088 3.543770 0.0 0.0 0.0
S 2.508456 -1.469304 5.545546 -0.1 0.0 0.1
H -4.176526 4.268144 2.430922 0.0 0.0 -0.1
C 0.682250 -2.252443 3.811023 0.1 0.0 0.0
C -4.442292 2.851211 -0.081053 0.0 0.0 0.0
H 6.945572 4.207701 -4.539113 0.0 0.0 0.0
H -1.589770 -5.688683 -0.368667 0.0 0.0 0.0
C -1.125529 3.034478 3.519924 0.0 0.0 -0.1
H 4.757527 5.283364 -3.979475 0.0 0.0 0.0
H -3.950927 1.604763 2.157315 0.1 0.0 0.1
H -0.189656 -4.751262 0.187202 0.0 0.0 0.0
H 1.578190 -5.518265 -0.927804 0.0 0.0 0.0
N 5.340512 7.358827 0.163872 0.1 0.0 0.0
H -1.503324 -5.087792 1.300864 0.0 0.0 0.0
H 1.612051 -1.973599 -1.557410 0.1 0.1 -0.1
H -0.779097 -3.383940 -1.951248 0.0 0.0 0.0
C 3.243309 3.773285 -0.547690 0.0 0.0 0.0
H -4.331774 -1.277438 2.173733 0.0 0.0 0.0
H 4.527041 -4.903857 -1.401338 0.0 0.0 0.0
H 0.331720 4.028620 -0.981216 0.0 0.0 0.0
C 2.164944 -3.127302 5.833933 0.3 -0.1 -0.4
C 2.616287 1.912344 -2.037624 0.0 0.0 0.0
H -4.792390 3.125152 0.901665 0.0 0.0 0.0
C -4.572747 -1.156319 1.116839 0.0 0.0 0.0
C -0.335685 5.451050 1.269787 0.0 0.0 0.0
C -1.272607 -4.854442 0.263310 0.0 0.0 0.0
C 4.329109 -3.937171 1.374906 0.0 0.0 0.0
C -4.973297 2.315145 -2.367944 0.0 0.0 0.0
C 4.623603 6.137880 -0.081370 0.0 0.0 0.0
H -0.192155 5.679023 -1.377519 0.0 0.0 0.0
H 3.666100 8.567662 -0.079785 0.0 0.0 0.0
H 6.460967 2.744273 -3.673941 0.0 0.0 0.0
H -3.567629 -0.231566 -1.216423 0.0 0.0 0.0
H 4.830991 -1.285967 1.171320 0.0 0.0 0.0
N 2.878962 -1.635235 0.459153 0.1 0.0 -0.1
S 0.990632 -3.722238 4.729194 -0.1 0.1 0.1
H -2.161899 6.694541 -0.271250 0.0 0.0 0.0
C 6.352340 3.828186 -3.706775 0.0 0.0 0.0
Ba 0.585292 -0.172918 0.607759 -0.8 -0.5 0.7
C 2.007841 0.572012 -2.477157 0.1 -0.1 -0.2
H -1.474964 2.824607 4.534571 0.0 0.0 0.0
C -2.692215 2.314305 -1.615817 0.0 0.0 0.0
H 2.911543 -3.067237 2.735609 0.0 0.0 0.0
C -2.922292 -2.987317 0.622055 0.0 0.0 0.0
H -1.732950 -0.016010 -2.975102 0.0 0.0 0.0
P -1.674122 3.025759 0.817171 0.0 0.0 0.0
C -3.622878 2.150900 -2.632620 0.0 0.0 0.0
C -3.108478 -1.169491 -0.927361 0.0 0.0 0.0
H -3.098777 5.823378 0.944862 0.0 0.0 0.0
H -1.173984 4.298254 -1.866377 0.0 0.0 0.0
S -0.456487 -2.428187 2.498749 0.0 0.1 0.2
H 2.832573 -3.616675 -2.961565 0.0 0.0 0.0
C 4.000259 4.348675 -1.575399 0.0 0.0 0.0
C 7.431337 8.407637 0.817826 0.0 0.0 0.0
H -6.433599 2.758305 -0.859156 0.0 0.0 0.0
H 6.757479 4.233385 -2.778744 0.0 0.0 0.0
N 6.700667 9.387483 -0.052783 0.0 0.0 0.0
H 6.492448 8.893086 -0.926894 0.0 0.0 0.0
H 5.396011 -3.838441 1.133917 0.0 0.0 0.0
C -1.286224 4.801181 0.260759 0.0 0.0 0.0
H -3.573292 3.978594 4.056305 0.0 0.0 0.0
C 6.489323 7.206937 1.055465 0.0 0.0 0.1
C -3.077464 2.697379 -0.328847 0.0 0.0 0.0
H 7.003037 6.279718 0.814216 0.0 0.0 0.0

# 2
150
Properties=species:S:1:pos:R:3:forces:R:3 method="wB97M-V/def2-TZVPD" e_lumo_ev=1.71 energy_ha=-4863.58184 homo_lumo_gap_ha=0.183 total_charge=-1
C -0.202555 -2.614623 7.381481 -0.2 -0.4 -0.3
C 1.172889 2.969204 -0.776982 0.3 -0.1 -1.4
O 3.507144 2.945183 -3.305210 0.4 0.6 0.0
C -4.507376 -0.611615 -0.028364 -1.8 -0.9 1.2
H -4.150351 -6.621560 2.519971 0.2 -0.2 0.1
H 4.814179 5.038221 3.648854 0.0 0.0 0.0
O 3.727882 6.144995 2.292368 -0.2 0.1 -0.1
F -2.992893 0.020851 -2.646899 1.2 -1.5 2.3
O -0.303607 -0.207196 7.541870 -0.6 -0.3 0.0
O 7.082966 -2.065842 0.168692 -0.6 -0.3 0.0
H 3.235163 0.740491 -0.244702 1.3 1.0 0.1
F -0.563948 -0.935401 -3.258275 -0.5 0.3 2.5
O 1.446860 7.108483 -3.381156 -0.2 0.1 0.1
C 2.117096 5.873238 3.986120 0.2 0.3 0.4
C 2.391445 6.003195 2.512127 -1.0 -0.1 -0.5
C 3.278866 2.666681 0.859966 -0.1 0.7 -0.6
F -2.366367 0.696566 0.254139 -1.5 -2.6 -1.3
H -1.090125 -7.429670 -4.074606 0.0 -0.1 -0.1
C 1.615009 -1.643504 -1.764840 1.8 -0.6 0.7
C 2.299668 3.701923 0.098423 -0.9 -0.9 0.2
C -6.503360 -8.167151 1.859910 0.8 0.1 -0.3
H 1.951964 4.820146 4.225939 -0.1 0.0 -0.1
H -2.866589 3.636790 0.692391 -1.1 0.4 -0.8
F -0.423558 0.767168 -1.811699 -1.2 -3.3 0.3
H 5.558215 6.154382 -4.254512 0.0 0.0 0.0
H -8.660009 -7.290402 3.442310 0.0 0.0 -0.1
O -2.198882 -1.426289 7.752372 0.3 0.2 -0.1
C 3.401027 6.397273 4.596240 0.0 0.1 0.6
C 4.437931 3.700895 -3.347931 -0.8 -0.8 -0.3
C -2.701999 -5.827461 3.859591 -0.2 -0.5 0.6
F -6.738678 0.262181 0.046901 2.2 -0.3 -0.8
H 5.842330 3.311711 -4.899742 -0.1 -0.1 0.0
H 7.523853 4.753141 -3.876304 -0.1 0.1 0.0
C 3.969881 1.610939 -0.126525 -1.1 0.2 0.0
H 0.234511 2.754079 -0.173545 1.2 0.2 -0.6
H 6.165165 -6.411153 0.040331 -0.1 0.1 0.0
C -8.718372 -8.704901 1.829935 -0.5 -0.1 0.0
C 1.138190 8.569335 -5.182070 0.0 0.3 -0.5
H -9.361854 -9.327774 2.452979 0.2 -0.1 -0.1
H -1.575943 -5.579033 1.290677 -0.1 0.1 0.0
H 3.630308 5.968372 5.573068 0.1 0.0 -0.1
H -1.862845 3.214432 -1.979996 -0.3 1.6 0.1
H -0.190737 5.961531 -1.839958 -0.7 -2.7 1.0
H 1.738868 4.330871 0.885301 1.2 -1.4 -1.8
O -5.308268 -8.293520 1.803899 -0.8 -0.5 0.0
H -2.578644 -3.125566 8.856120 0.0 0.0 0.0
H 7.908553 -4.458976 -0.801837 0.1 0.2 0.3
C 0.637010 -7.303375 -5.313128 0.0 -0.9 -0.3
H -9.431264 -6.644859 1.989513 0.0 -0.1 0.0
O 0.828432 -8.259435 -6.017169 0.3 0.5 0.3
O -2.626981 -6.396279 4.921445 0.2 0.8 -0.3
H 3.335673 7.483671 4.712181 0.0 -0.1 0.0
H -2.543660 -7.406935 2.406801 -0.4 -0.1 0.2
H 1.575089 9.411723 -5.721274 0.0 -0.1 0.0
H -1.237696 -4.548609 7.392384 -0.1 0.1 0.0
H -3.751222 5.633555 -1.595371 0.8 -1.0 0.4
H 2.638993 2.144079 1.650633 1.2 0.6 -0.9
F -4.715043 -0.765181 1.373336 0.7 0.4 -2.7
H -2.070474 -3.372900 1.997917 -0.1 0.0 0.3
C 6.635269 4.529782 -3.283290 0.6 -0.1 0.0
H -0.404634 -4.689754 -5.200200 0.0 0.0 0.1
C -3.072431 -6.465366 2.547796 0.4 0.3 -0.3
C -3.678003 3.906186 -0.081382 0.2 1.1 -0.8
F 1.595398 -2.702646 -2.696351 0.0 2.6 1.5
F -6.350125 2.777770 -0.008519 0.3 -1.3 1.1
F -0.254866 -2.781320 -0.765465 0.4 2.4 -0.5
C -0.403008 4.897817 -1.471332 0.4 -0.8 -0.8
C -5.439480 0.566355 -0.503061 -2.8 1.4 -0.2
C -2.940477 -0.486687 -0.231319 1.7 -0.4 1.7
C -0.368825 -5.400482 -4.369078 -0.5 0.4 0.1
C -0.862898 -1.271420 7.547974 0.6 0.7 0.2
H 2.968064 8.339034 -4.023815 0.0 0.0 0.0
F -4.665468 2.057035 1.400977 -1.5 -1.0 -1.1
C -0.814388 -0.586816 -1.893803 0.8 1.1 -1.8
H -1.980819 4.770594 -3.020663 0.2 -0.9 1.0
H 4.108591 3.298262 1.323955 -1.1 -0.8 -0.2
H -1.041052 -5.039325 -3.589366 0.1 0.0 0.0
H 0.197883 3.215229 -2.820853 0.8 0.8 1.0
H -1.579510 -3.513098 6.002797 0.0 -0.1 0.1
F 2.540498 -2.051492 -0.774094 -1.9 0.8 -2.0
O -0.423783 7.580042 -2.200114 0.6 1.4 -0.9
H -1.407150 -6.754855 -5.707064 0.0 -0.4 0.1
C -7.249978 -6.859847 1.883538 -0.4 0.1 0.3
H 2.601112 6.966941 -5.093546 0.0 -0.1 0.3
H 5.818926 -5.382084 -1.354023 0.0 0.0 0.1
C 4.426599 6.055506 3.538832 0.4 0.0 0.1
H -3.476998 -3.002045 7.327121 0.0 0.2 0.1
C -8.626557 -7.287927 2.348615 -0.4 0.4 0.2
H 0.513811 -2.600278 6.560912 0.1 0.2 0.3
C 0.710106 3.878467 -2.037778 -0.7 -0.2 1.2
H 1.115254 -5.930249 -2.867293 0.0 0.0 0.0
C 2.163268 7.732214 -4.450556 0.3 -0.1 -0.2
C 4.883898 -4.687681 0.448023 -0.4 -0.2 0.1
C 1.057494 -5.565636 -3.897354 0.1 0.4 0.3
O 1.569791 5.953294 1.637606 0.7 1.1 0.7
C -1.847691 4.354284 -1.970188 0.5 1.6 0.6
F -2.670059 -2.132121 -2.122373 0.7 2.3 1.5
H -6.790354 -6.157892 2.578764 0.2 0.0 -0.3
H 7.686712 -4.739588 0.956781 0.1 0.1 -0.1
F 2.105606 -0.458659 -2.283703 -1.3 -2.8 0.6
O 1.630002 -6.553665 -4.764667 -0.1 -0.3 -0.3
C -5.089609 2.017961 0.029494 3.2 3.9 -3.3
H 1.257056 6.473891 4.279225 -0.1 -0.3 -0.2
H -2.446882 5.722976 -0.321977 -0.8 -0.8 -1.1
H -7.271780 -6.444068 0.873550 0.1 0.0 0.1
C -2.374578 -0.812114 -1.676763 -1.1 0.5 -2.7
C 0.325249 7.827039 -3.107360 -0.6 0.2 0.9
O 5.192706 -3.290471 0.387601 0.4 0.2 -0.1
O -7.377286 -9.208511 1.868399 0.4 0.1 0.1
H 3.920319 -4.870920 -0.029756 0.0 0.3 0.1
H 1.622711 -4.637219 -3.975358 0.1 -0.3 -0.1
C 6.527523 -3.131230 0.180670 0.5 0.8 0.2
F -5.036095 -1.817170 -0.586794 1.6 2.1 0.7
H -4.545257 4.474887 0.421699 1.3 -0.8 -0.3
H 6.164196 2.415089 -3.378618 -0.3 -0.1 -0.2
H 0.528943 9.894770 -3.570490 -0.1 0.0 0.1
H -0.826616 9.083766 -4.422145 0.0 0.1 0.4
N -4.166253 2.722882 -0.837262 -1.6 -2.0 2.8
C 6.016162 -5.378047 -0.277691 0.1 -0.6 -0.2
F -5.684877 0.599736 -1.902798 1.2 -0.5 2.9
H 2.873053 4.402364 -0.589427 -0.5 -0.8 0.9
H 4.036121 2.110877 -1.150883 0.2 -0.8 1.4
H 0.600711 7.948653 -5.905402 0.1 0.0 0.1
H 1.524091 1.977731 -1.230831 -0.1 1.3 0.9
H 4.981439 1.228588 0.239004 -1.4 0.5 -0.5
C -0.707867 -6.788811 -4.872521 -0.1 0.5 0.0
C -2.775678 -4.135018 2.328942 0.0 0.5 -0.4
C -2.980080 5.006792 -1.046681 0.2 -0.8 1.0
C -2.628318 -5.419088 1.546637 0.1 -0.2 -0.5
H -3.204335 -5.426306 0.619953 0.0 0.1 0.1
H 6.957482 4.323130 -2.258203 0.0 0.1 -0.1
O -2.500006 -4.489365 3.692207 0.1 -0.6 0.4
F -2.392291 -1.502901 0.628846 -0.8 1.3 -1.7
C 7.193154 -4.472375 0.019567 -0.2 -0.4 -0.4
H -3.789382 -3.727886 2.272370 0.1 0.0 0.0
H 4.820495 -4.985484 1.498912 0.0 0.0 0.0
C 0.175471 -1.480206 -1.036753 1.7 0.2 1.3
H 1.598992 4.377025 -2.533704 -1.1 -0.5 0.7
C -1.383248 -3.514024 7.078726 0.2 -0.6 -0.3
C 5.829877 3.358771 -3.808342 0.5 0.1 0.3
C 5.619577 5.650012 -3.284868 0.1 0.4 0.1
H -0.350817 4.908267 -0.322100 -0.1 0.0 -1.6
H 0.289072 -2.888483 8.318092 0.1 0.1 -0.1
O 4.362576 5.020064 -3.018098 -0.1 -0.2 0.0
H 5.828230 6.392742 -2.513165 -0.3 0.0 0.0
H -9.077074 -8.747409 0.797310 0.0 0.0 0.0
H 5.264545 6.754709 3.540307 -0.1 -0.1 -0.2
C -2.513282 -2.823558 7.806180 -0.4 -0.3 0.0
C 0.198050 8.979817 -4.067231 0.0 0.0 -0.6
F 0.472224 -0.815852 0.181002 -1.0 -1.4 -2.4